1.
8
Properties=species:S:1:pos:R:3:forces:R:3 method="wB97M-V/def2-TZVPD" relative_energy_kcal_mol=37.9 total_energy_ev=-28879.8050 total_charge=0 e_lumo_ev=0.1 molar_mass_da=126.16
C 0.681 -0.555 0.587 0.285 0.637 0.063
O 0.025 0.605 2.899 -1.113 3.039 2.017
O 1.740 -0.581 1.493 -1.386 -1.257 -0.645
O 0.459 -1.671 -0.195 -0.740 0.306 -1.680
S 0.573 0.977 -0.464 0.842 0.192 1.521
S 0.211 -0.698 2.414 1.902 -1.533 -3.303
H -0.033 -1.464 -1.081 1.446 -0.223 2.544
H 1.585 1.758 0.149 -1.236 -1.161 -0.516



2.
9
Properties=species:S:1:pos:R:3:forces:R:3 method="wB97M-V/def2-TZVPD" relative_energy_kcal_mol=3.3 smiles="O=COS(=O)(=O)O" total_energy_ev=-22140.9277 total_charge=0 e_lumo_ev=0.5 molar_mass_da=126.09
O 1.531 0.250 -0.682 0.676 1.686 -0.616
C 1.250 -0.670 -0.006 1.198 -0.669 0.504
O 0.054 -1.006 0.465 -1.328 0.362 -0.273
S -1.097 0.025 -0.123 1.502 -0.309 -2.004
O -2.283 -0.459 0.379 -2.389 -1.088 0.690
O -0.774 0.272 -1.475 -1.185 -0.744 -0.666
O -0.767 1.279 0.634 0.135 2.028 2.249
H 1.979 -1.324 0.368 1.071 -1.431 0.583
H 0.108 1.632 0.440 0.321 0.164 -0.468



3.
6
Properties=species:S:1:pos:R:3:forces:R:3 method="wB97M-V/def2-TZVPD" relative_energy_kcal_mol=33.5 total_energy_ev=-23240.3328 total_charge=-1 e_lumo_ev=2.6 molar_mass_da=93.07
C 2.371 -0.308 0.045 2.280 -1.295 0.458
O 2.823 -1.390 0.130 -1.620 1.470 -0.318
P -2.913 0.000 -0.477 -1.333 -0.490 -1.394
S 2.168 1.239 0.010 -0.739 -0.179 -0.158
H -2.801 0.909 0.529 0.026 1.104 1.194
H -1.647 -0.451 -0.237 1.386 -0.611 0.218



4.
6
Properties=species:S:1:pos:R:3:forces:R:3 method="wB97M-V/def2-TZVPD" relative_energy_kcal_mol=13.2 smiles="OC(=S)S" total_energy_ev=-24786.7034 total_charge=0 e_lumo_ev=0.2 molar_mass_da=94.16
O -0.061 1.670 -0.032 -1.743 0.395 0.673
C 0.134 0.353 0.039 -0.924 -0.918 -0.576
S 1.527 -0.450 -0.001 0.570 0.483 0.127
S -1.427 -0.523 -0.002 0.336 -0.574 0.093
H -1.051 1.853 0.121 2.122 -0.138 -0.408
H -0.864 -1.769 -0.052 -0.361 0.753 0.090



5.
7
Properties=species:S:1:pos:R:3:forces:R:3 method="wB97M-V/def2-TZVPD" relative_energy_kcal_mol=22.7 smiles="C=P#S#P=S" total_energy_ev=-41316.0901 total_charge=0 e_lumo_ev=-1.5 molar_mass_da=140.11
C -0.423 0.176 -0.317 0.628 -0.609 -0.576
P -1.285 1.485 -0.969 0.184 -1.177 1.935
S -2.520 1.718 0.715 -0.377 -0.015 0.071
P -2.687 -0.557 0.817 -0.077 0.839 -0.162
S -3.678 -1.201 -0.657 -0.379 -0.251 -0.021
H -0.158 -0.389 0.642 -0.682 1.511 -1.182
H -0.029 -0.358 -1.173 0.702 -0.297 -0.065



6.
6
Properties=species:S:1:pos:R:3:forces:R:3 method="wB97M-V/def2-TZVPD" relative_energy_kcal_mol=89.5 smiles="C#S#[SH]=S" total_energy_ev=-33570.9562 total_charge=0 e_lumo_ev="-0.9 / -1.3" molar_mass_da=110.23
C -1.961 0.032 0.848 0.241 -0.812 -0.591
S -1.156 0.089 -0.467 -0.676 0.455 0.843
S 1.371 0.420 -0.306 -0.765 2.978 -2.284
S 2.225 -1.227 -0.233 1.296 -2.536 0.251
H -1.959 -0.187 1.920 0.337 0.519 -0.469
H 1.480 0.872 -1.763 -0.432 -0.603 2.250



7.
49
Properties=species:S:1:pos:R:3:forces:R:3 method="wB97M-V/def2-TZVPD" relative_energy_kcal_mol=65.6 total_energy_ev=-33758.5974 total_charge=-1 e_lumo_ev=2.7 molar_mass_da=298.26
N 2.363 2.185 0.931 -2.937 -2.390 -4.558
C 1.258 2.870 0.204 0.585 -3.459 -1.114
O 0.191 3.014 1.158 1.553 0.078 -0.767
H 2.563 2.671 1.711 0.895 1.993 3.294
H 1.869 1.315 1.157 0.546 -0.136 0.947
H 1.809 3.611 -0.399 -1.383 1.205 0.831
H 0.727 2.188 -0.612 2.041 1.078 1.524
H -2.048 -1.071 -3.063 2.725 -0.590 -1.782
H -0.600 -0.923 -2.930 2.494 0.630 2.938
O -1.118 -1.240 -3.597 -5.754 -0.602 -1.094
H -0.987 0.914 3.299 0.663 -1.413 1.039
H -0.375 2.046 2.453 -1.669 -0.824 0.841
O -1.238 1.689 2.838 0.596 2.061 -0.794
H -0.160 3.858 1.049 -1.332 2.391 -0.015
H 0.364 0.191 -3.563 -1.686 -0.075 -1.951
O 1.079 0.250 -2.989 1.690 -0.054 3.214
H -1.523 -1.259 0.868 0.109 0.030 -0.076
H -1.997 -0.610 2.155 -0.082 0.003 -0.150
O -2.324 -1.068 1.370 -0.381 -0.118 0.189
H -2.947 1.492 0.935 -0.452 -0.837 1.285
H -1.665 2.235 0.680 0.778 0.169 0.673
O -2.512 2.038 0.314 -0.700 0.558 -1.736
H 0.712 -0.106 -2.077 0.950 0.463 -1.559
H 0.153 -1.648 -0.533 -0.638 0.086 -1.085
O -0.005 -0.713 -0.758 1.948 -0.452 0.822
H -1.066 1.549 -2.777 0.529 -1.350 -2.059
H -0.726 1.486 -1.292 -0.759 0.127 -0.968
O -1.176 2.011 -1.990 -0.017 1.221 2.563
H 0.621 -0.401 0.187 -2.082 0.386 -0.577
H -0.481 0.456 1.110 -0.476 0.108 0.254
O 0.288 -0.001 1.442 2.233 -0.168 -0.374
H -2.865 0.058 -1.131 0.031 2.292 0.123
H -2.675 -1.271 -0.953 1.019 -2.674 1.763
O -2.998 -0.732 -1.622 -1.226 0.486 -1.910
H 3.431 -1.812 -1.004 0.334 0.979 -0.314
H 2.373 -2.858 -0.921 0.074 -0.068 0.166
O 3.147 -2.528 -0.448 -0.506 -0.735 0.206
H 2.812 1.218 -0.543 1.712 -0.660 -0.522
H 3.069 1.185 -1.979 -1.203 0.832 -3.241
O 3.433 0.823 -1.227 0.104 -0.625 3.340
H -0.775 -3.721 -0.093 -0.208 -1.474 -0.045
H -1.834 -3.564 -1.419 -0.979 -2.017 -1.442
O -1.293 -3.268 -0.744 1.306 3.298 1.713
H 0.314 -0.665 2.680 0.114 0.596 2.110
H -0.443 -1.662 3.279 -1.488 -2.058 0.259
O 0.125 -1.054 3.700 1.058 1.626 -1.735
H 1.598 -3.448 2.021 -0.220 -0.767 0.026
H 0.827 -2.363 1.475 -0.917 -1.918 0.213
O 0.705 -3.367 1.647 1.008 2.768 -0.465



8.
52
Properties=species:S:1:pos:R:3:forces:R:3 method="wB97M-V/def2-TZVPD" relative_energy_kcal_mol=16.8 total_energy_ev=-40462.6854 total_charge=-2 e_lumo_ev=4.8 molar_mass_da=348.25
C 0.167 0.077 -0.083 2.591 2.353 -3.681
O 1.255 0.816 -0.653 -3.530 -2.387 3.657
O 0.039 -1.021 -0.689 -1.126 -0.319 0.845
O -0.719 0.567 0.690 2.044 -0.373 -1.297
O -1.752 1.333 2.876 0.158 0.319 0.468
H -2.633 1.190 2.520 -0.298 -0.165 0.363
H -1.202 1.121 2.104 -0.163 0.279 0.462
O -0.716 -1.517 2.273 -0.386 -1.596 0.759
H 0.009 -2.059 1.959 0.537 -0.358 0.310
H -0.738 -0.845 1.609 -0.513 1.046 -0.322
O 0.519 -2.377 -3.167 0.012 -1.533 -0.498
H 0.165 -1.894 -2.430 -0.011 1.029 0.588
H 0.551 -3.283 -2.808 0.156 0.436 -0.237
O -4.054 0.676 1.503 -1.502 -0.061 1.452
H -3.796 1.430 1.017 0.326 1.638 -1.002
H -3.565 0.002 1.069 0.857 -1.433 -0.847
O 2.467 1.537 1.405 0.360 1.211 1.232
H 1.907 1.116 0.740 -0.192 0.164 -0.828
H 3.250 1.010 1.443 0.788 -0.610 0.149
O 2.353 -2.065 -0.255 -0.858 -1.071 -0.009
H 1.517 -1.654 -0.596 0.606 -0.452 0.261
H 3.034 -1.504 -0.584 1.141 0.848 -0.545
O 0.107 0.731 -2.924 1.417 0.941 -0.469
H 0.545 0.650 -2.037 -0.520 -0.065 -1.301
H -0.576 0.101 -3.058 -0.889 -0.809 0.115
O -0.038 3.243 1.060 0.300 1.526 0.418
H 0.779 3.471 1.559 -0.867 -1.248 -0.752
H -0.119 2.323 0.768 0.686 0.250 0.444
O 1.694 3.095 -1.655 0.363 0.588 0.245
H 1.488 2.197 -1.295 -0.032 1.045 -0.230
H 1.656 3.664 -0.867 -0.164 -0.434 -0.398
O -2.701 -0.937 -0.418 -0.960 1.347 -0.352
H -1.750 -0.782 -0.361 0.412 -0.306 0.273
H -2.852 -1.836 -0.213 -0.023 -1.560 0.370
O -0.474 -3.481 -0.150 0.444 -2.099 -1.627
H -0.494 -2.626 -0.565 0.073 0.895 0.327
H -0.887 -3.420 0.681 -0.781 0.475 1.607
O 3.681 0.122 -1.329 1.867 -0.148 0.581
H 3.425 -0.290 -2.141 -0.592 -0.029 -0.718
H 2.884 0.430 -0.885 -0.776 0.226 -0.384
O -1.936 1.942 -1.319 -0.439 1.346 -0.161
H -2.721 1.541 -1.675 -0.178 -0.533 -0.101
H -1.487 1.332 -0.737 -0.224 -0.178 0.196
O 2.177 -1.481 2.287 2.152 -2.000 0.329
H 1.521 -0.842 2.431 -1.386 1.665 0.237
H 2.384 -1.679 1.348 -0.704 0.298 0.129
O -2.395 -0.939 -3.117 -0.196 0.029 -0.183
H -2.058 -1.834 -3.150 0.281 -0.280 -0.304
H -2.561 -0.823 -2.167 -0.197 0.111 0.025
O 1.001 0.961 3.592 0.273 -0.689 1.300
H 0.082 1.212 3.503 -0.230 0.248 -0.268
H 1.564 1.299 2.893 -0.108 0.419 -0.628



9.
7
Properties=species:S:1:pos:R:3:forces:R:3 method="wB97M-V/def2-TZVPD" relative_energy_kcal_mol=0.0 total_energy_ev=-12439.1482 total_charge=+1 e_lumo_ev=-9.1 molar_mass_da=77.01
Al -5.975 -3.473 -4.627 -3.389 -2.001 -6.090
C -4.464 -1.403 -3.462 -3.051 3.313 -0.534
O -5.614 -2.006 -4.272 2.874 3.793 3.639
H -3.997 -0.721 -4.113 0.765 0.297 -1.393
H -4.661 -0.678 -2.618 -1.145 -1.456 -0.627
H -3.855 -2.132 -3.160 2.343 -2.811 1.123
F -6.739 -3.465 -6.280 1.603 -1.135 3.882



10.
10
Properties=species:S:1:pos:R:3:forces:R:3 method="wB97M-V/def2-TZVPD" relative_energy_kcal_mol=6.8 total_energy_ev=-11445.6812 total_charge=-1 e_lumo_ev=3.7 molar_mass_da=103.85
B -0.875 -0.079 0.181 1.152 0.306 -1.197
C 1.957 0.197 -0.366 1.692 0.172 0.205
N -1.092 -0.054 1.494 0.082 -0.385 1.155
O 2.855 -0.521 -0.611 0.368 -1.963 -0.996
O 1.703 1.241 0.075 -1.560 2.065 0.660
O -1.798 0.494 -0.770 0.274 -0.579 0.599
O 0.360 -0.609 -0.684 -2.629 -0.301 0.839
H -0.510 -0.400 2.265 -0.212 0.171 -1.026
H -2.488 0.721 -0.132 -0.162 0.152 -0.339
H -0.110 -0.990 -1.452 0.996 0.363 0.099



11.
9
Properties=species:S:1:pos:R:3:forces:R:3 method="wB97M-V/def2-TZVPD" relative_energy_kcal_mol=92.4 total_energy_ev=-159196.5150 total_charge=0 e_lumo_ev="-2.0 / -3.7" molar_mass_da=345.83
C -1.113 0.031 -0.668 4.472 -0.630 -2.475
O -0.243 -0.616 0.250 -0.635 -1.216 1.460
Si 1.281 -0.515 0.691 0.241 0.594 -0.352
Br 1.997 -2.275 1.872 -0.217 0.338 -0.395
Br -0.778 2.866 2.086 0.221 -0.270 -0.100
I 2.395 0.049 -1.480 0.255 -0.194 0.488
H -1.177 1.031 -0.326 -0.843 1.024 -0.033
H -1.988 -0.550 -0.798 -0.891 -0.237 -0.001
H -0.374 -0.021 -1.627 -2.604 0.592 1.407



12.
8
Properties=species:S:1:pos:R:3:forces:R:3 method="wB97M-V/def2-TZVPD" relative_energy_kcal_mol=134.1 total_energy_ev=-152503.0371 total_charge=0 e_lumo_ev="-3.4 / -3.4" molar_mass_da=221.82
C 0.135 -0.184 -1.023 -0.011 0.745 0.913
O -1.148 -0.115 -1.433 -1.632 -0.848 -0.068
P -3.358 -3.858 -0.177 0.115 1.395 0.858
Br -3.762 -3.684 2.060 0.252 -0.136 -1.114
Br -3.055 -1.790 -0.769 0.562 -0.338 -0.118
H 0.237 0.034 0.067 0.175 -0.413 -0.297
H 0.654 0.675 -1.491 0.198 -0.152 -0.173
H 0.642 -1.101 -1.314 0.341 -0.252 -0.002